Entry from the Open Molecules 2025 dataset: a single C19H19BClF3N2O4 molecule (ωB97M-V/def2-TZVPD).

```
49
C19H19BClF3N2O4 ωB97M-V/def2-TZVPD
O 2.204 2.321 -1.068
C 2.137 1.321 -0.436
C 3.393 0.797 0.235
C 4.008 -0.209 -0.649
C 3.891 -0.138 -2.010
C 4.347 -1.119 -2.846
C 5.138 -2.148 -2.357
Cl 6.017 -3.193 -3.466
C 5.257 -2.233 -0.980
C 4.670 -1.346 -0.151
B 4.759 -1.602 1.396
O 4.912 -0.510 2.265
O 4.583 -2.887 1.834
N 0.899 0.637 -0.379
C 0.654 -0.382 0.621
C -0.213 0.201 1.771
C -1.469 0.805 1.169
O -2.296 -0.281 0.618
C -3.610 0.104 0.376
C -4.516 -0.960 0.170
C -5.876 -0.726 0.115
C -6.255 0.553 0.169
C -7.668 0.992 0.017
F -8.054 0.833 -1.330
F -7.641 2.341 0.263
F -8.478 0.388 0.869
C -5.304 1.554 0.204
N -4.017 1.399 0.378
C -1.138 1.819 0.054
C -0.273 1.252 -0.976
H 4.106 1.640 0.394
H 3.159 0.342 1.207
H 3.306 0.639 -2.510
H 4.208 -0.855 -3.913
H 5.870 -3.010 -0.493
H 5.135 -0.824 3.136
H 4.598 -3.601 1.146
H 0.129 -1.154 0.075
H 1.569 -0.798 0.951
H 0.250 0.918 2.398
H -0.590 -0.653 2.390
H -1.997 1.330 2.096
H -4.063 -1.966 0.285
H -6.630 -1.461 0.085
H -5.744 2.519 0.116
H -0.572 2.651 0.383
H -2.024 2.240 -0.389
H 0.065 1.931 -1.697
H -0.838 0.528 -1.539
```

E_HOMO (eV): -8.8694
Multiplicity: 1
E_tot (a.u.): -1930.64311
Relative energy (zero: lowest compared OMol25 entry of this formula, charge and spin) (eV): 0.000
SMILES string: O=C(Cc1ccc(Cl)cc1B(O)O)N1CCC(Oc2ccc(C(F)(F)F)cn2)CC1
Max |F| (eV/Å): 3.33
LUMO (eV): 0.3


Entry from the Open Molecules 2025 dataset: a molecular structure, C3H9BFOPSr (ωB97M-V/def2-TZVPD).

```
17
C3H9BFOPSr ωB97M-V/def2-TZVPD
C 2.083 -0.792 0.346
C 1.084 0.387 0.277
C 0.215 0.168 -0.917
F -0.571 1.488 -1.260
B -1.052 -0.782 -0.780
P -2.127 -0.291 0.706
O -2.898 0.769 -0.083
H 2.226 -1.103 1.375
H 1.755 -1.659 -0.231
H 3.048 -0.486 -0.046
H 0.535 0.512 1.208
H 1.667 1.298 0.116
H 0.853 -0.040 -1.772
H -1.389 -1.567 -1.588
H -1.363 0.316 1.714
H -2.751 -1.347 1.370
Sr -1.315 3.128 -0.432
```

E_HOMO (eV): -17.8370
Multiplicity: 1
E_tot (a.u.): -691.08845
Max |F| (eV/Å): 4.51
Net charge: +2
LUMO (eV): -8.9


Entry from the Open Molecules 2025 dataset: 2 unconnected molecules or ions with the total composition C4H13N4O (ωB97M-V/def2-TZVPD).

```
22
C4H13N4O ωB97M-V/def2-TZVPD
C -0.747 -0.957 3.467
C 0.469 -0.196 1.491
N 1.616 -0.106 0.798
N 0.311 -1.099 2.485
N -0.551 0.570 1.108
H 2.386 -0.087 1.462
H 1.724 0.604 0.072
H 0.710 -1.997 2.261
H -1.510 0.500 1.396
H -0.382 1.184 0.301
H -0.822 -1.933 4.003
H -1.682 -0.601 3.018
H -0.689 -0.278 4.329
C 0.220 -0.512 -2.798
C 0.013 0.929 -2.507
O 0.231 1.381 -1.384
N -0.592 1.631 -3.495
H -1.108 2.462 -3.261
H -0.381 1.425 -4.456
H 0.941 -1.035 -2.112
H 0.444 -0.767 -3.823
H -0.599 -1.118 -2.356
```

E_HOMO (eV): -13.7770
Multiplicity: 1
E_tot (a.u.): -454.28337
Relative energy (zero: lowest compared OMol25 entry of this formula, charge and spin) (eV): 1.208
Max |F| (eV/Å): 2.78
Net charge: +1
LUMO (eV): -2.6


Entry from the Open Molecules 2025 dataset: a single C2HFO2S molecule (ωB97M-V/def2-TZVPD).

```
7
C2HFO2S ωB97M-V/def2-TZVPD
C -0.242 0.980 0.811
C 0.333 -0.264 0.030
O -0.738 2.206 0.148
O 0.097 -1.798 -1.572
F 1.032 -1.401 0.569
S 0.063 -0.375 -1.631
H -0.546 0.652 1.646
```

E_HOMO (spin up / spin down) (eV): -9.9140 / -10.1248
Multiplicity: 1
E_tot (a.u.): -725.11382
Relative energy (zero: lowest compared OMol25 entry of this formula, charge and spin) (eV): 3.135
Max |F| (eV/Å): 12.59
LUMO (spin up / spin down) (eV): -2.4 / -2.1


Entry from the Open Molecules 2025 dataset: a single C10H15ClSi molecule (ωB97M-V/def2-TZVPD).

```
27
C10H15ClSi ωB97M-V/def2-TZVPD
C -2.648 -1.911 -0.188
C -1.342 -1.144 -0.148
C -1.487 0.037 -1.151
C -1.372 -0.360 -2.672
Si -0.214 1.769 -0.635
Cl -1.229 3.140 0.402
C 1.088 1.026 0.479
C 2.338 0.821 0.037
C 3.374 0.396 0.931
C 3.119 0.173 2.256
C 1.783 0.421 2.730
C 0.817 0.868 1.888
H -2.701 -2.193 -1.258
H -3.479 -1.229 -0.086
H -2.822 -2.819 0.490
H -0.888 -0.831 0.767
H -0.408 -1.642 -0.480
H -2.559 0.391 -1.024
H -0.406 -0.661 -3.132
H -1.980 -1.280 -2.879
H -1.801 0.476 -3.093
H 0.509 2.316 -1.715
H 2.539 1.035 -1.017
H 4.385 0.093 0.478
H 3.902 -0.251 2.987
H 1.765 0.410 3.884
H -0.280 0.947 2.150
```

E_HOMO (eV): -9.0893
Multiplicity: 1
E_tot (a.u.): -1139.70344
Relative energy (zero: lowest compared OMol25 entry of this formula, charge and spin) (eV): 2.467
SMILES string: CC[C@H](C)[Si@@H](Cl)c1ccccc1
Max |F| (eV/Å): 4.63
LUMO (eV): 0.8


Entry from the Open Molecules 2025 dataset: a single C3H5NO molecule (ωB97M-V/def2-TZVPD).

```
10
C3H5NO ωB97M-V/def2-TZVPD
O 2.048 0.220 0.240
C 0.920 -0.038 -0.123
C -0.288 0.730 0.448
C -1.479 -0.117 0.580
N 0.585 -0.976 -1.044
H 0.055 1.355 1.282
H -0.611 1.413 -0.368
H -2.026 0.187 1.493
H -0.385 -1.265 -1.079
H 1.306 -1.614 -1.341
```

E_HOMO (eV): -9.3663
Multiplicity: 1
E_tot (a.u.): -247.18465
Relative energy (zero: lowest compared OMol25 entry of this formula, charge and spin) (eV): 3.336
Max |F| (eV/Å): 0.38
LUMO (eV): -0.8


Entry from the Open Molecules 2025 dataset: a molecular structure, C48H39N4O4PtS2Se (ωB97M-V/def2-TZVPD).

```
99
C48H39N4O4PtS2Se ωB97M-V/def2-TZVPD
Pt 1.809 -0.153 0.234
O 1.811 -0.407 2.280
N 1.087 -1.320 2.841
N 0.469 -2.084 2.057
O 0.572 -2.024 0.763
C -0.392 -3.099 2.623
C -0.376 -3.353 3.988
C -1.225 -4.325 4.488
C -2.070 -5.029 3.639
C -2.065 -4.762 2.280
C -1.221 -3.792 1.758
H 0.283 -2.800 4.641
H -1.226 -4.535 5.549
H -2.729 -5.788 4.040
H -2.720 -5.310 1.616
H -1.202 -3.565 0.703
C -0.438 -4.142 -5.326
C 0.129 -3.050 -4.465
C 0.925 -2.044 -5.018
C 1.466 -1.049 -4.226
C 1.203 -1.053 -2.860
C 0.422 -2.038 -2.284
C -0.109 -3.030 -3.095
S 1.913 0.283 -1.919
O 3.212 0.590 -2.511
C 0.817 1.626 -2.394
C 1.294 2.450 -3.435
C 0.471 3.405 -3.952
C -0.843 3.583 -3.456
C -1.697 4.587 -3.976
C -2.940 4.782 -3.451
C -3.390 3.984 -2.377
C -2.595 3.005 -1.858
C -1.301 2.770 -2.391
C -0.433 1.771 -1.855
C -0.876 1.001 -0.660
C -1.852 -0.032 -0.770
C -2.352 -0.457 -2.027
C -3.293 -1.443 -2.100
C -3.781 -2.056 -0.924
C -3.319 -1.663 0.299
C -2.348 -0.639 0.409
C -1.875 -0.199 1.671
C -0.941 0.787 1.766
C -0.442 1.396 0.590
S 0.696 2.809 0.834
O 1.059 2.733 2.267
C -0.525 4.093 0.603
C -1.663 4.187 1.391
C -2.572 5.202 1.144
C -2.358 6.127 0.122
C -3.363 7.206 -0.165
C -1.196 6.028 -0.638
C -0.279 5.018 -0.400
H -0.490 -3.837 -6.370
H -1.438 -4.422 -4.998
H 0.188 -5.036 -5.273
H 1.124 -2.046 -6.082
H 2.098 -0.284 -4.656
H 0.213 -2.042 -1.223
H -0.729 -3.798 -2.648
H 2.301 2.311 -3.800
H 0.819 4.046 -4.753
H -1.339 5.199 -4.795
H -3.585 5.552 -3.853
H -4.373 4.157 -1.959
H -2.946 2.409 -1.026
H -1.974 0.006 -2.930
H -3.670 -1.760 -3.063
H -4.530 -2.833 -0.998
H -3.693 -2.121 1.206
H -2.271 -0.667 2.566
H -0.553 1.135 2.715
H -1.831 3.479 2.193
H -3.464 5.283 1.753
H -4.127 7.255 0.608
H -3.861 7.020 -1.120
H -2.882 8.182 -0.235
H -1.008 6.749 -1.425
H 0.624 4.941 -0.995
C 4.638 0.317 3.761
N 4.534 -0.942 3.038
C 4.347 -1.091 1.727
Se 4.154 0.284 0.436
N 4.223 -2.400 1.461
C 4.289 -3.129 2.638
C 4.172 -4.486 2.911
C 4.278 -4.857 4.237
C 4.495 -3.916 5.253
C 4.612 -2.567 4.980
C 4.502 -2.193 3.646
H 4.470 1.131 3.063
H 5.624 0.399 4.214
H 3.865 0.344 4.527
H 4.019 -2.742 0.535
H 4.003 -5.212 2.129
H 4.194 -5.902 4.500
H 4.573 -4.257 6.276
H 4.778 -1.841 5.763
```

E_HOMO (eV): -10.4507
Multiplicity: 1
E_tot (a.u.): -5689.38318
Relative energy (zero: lowest compared OMol25 entry of this formula, charge and spin) (eV): 0.000
Max |F| (eV/Å): 0.60
Net charge: +1
LUMO (eV): -3.3


Entry from the Open Molecules 2025 dataset: a molecular structure, CdN4O12 (ωB97M-V/def2-TZVPD).

```
17
CdN4O12 ωB97M-V/def2-TZVPD
Cd -0.082 -0.025 -0.350
N -2.537 -2.261 -0.578
O -3.537 -1.881 -0.055
O -2.364 -3.280 -1.145
O -1.430 -1.651 -0.387
N 2.898 -1.644 -0.845
O 3.871 -0.957 -0.693
O 1.690 -1.228 -1.075
O 2.839 -2.925 -0.891
N -2.297 1.433 1.655
O -1.177 1.423 1.085
O -3.035 0.473 1.554
O -2.413 2.474 2.302
N 1.883 2.528 -0.202
O 1.747 2.983 -1.326
O 1.466 1.441 0.202
O 2.477 3.097 0.750
```

E_HOMO (eV): -3.1586
Multiplicity: 1
E_tot (a.u.): -1289.23702
Relative energy (zero: lowest compared OMol25 entry of this formula, charge and spin) (eV): 1.983
Max |F| (eV/Å): 5.37
Net charge: -2
LUMO (eV): 5.4


Entry from the Open Molecules 2025 dataset: a single C15H15BrN6O2 molecule (ωB97M-V/def2-TZVPD).

```
39
C15H15BrN6O2 ωB97M-V/def2-TZVPD
C 1.556 -7.418 -0.113
C 1.063 -6.024 -0.220
C -0.357 -5.709 -0.301
C -0.459 -4.351 -0.348
N 0.859 -3.861 -0.299
C 1.226 -2.483 -0.263
C 2.588 -2.135 -0.158
C 2.941 -0.786 -0.122
C 1.941 0.160 -0.163
N 2.320 1.472 0.015
C 1.428 2.655 0.192
C 0.747 2.651 1.553
N -0.220 3.747 1.706
C 0.129 5.066 1.641
O 1.292 5.400 1.507
C -0.924 6.166 1.692
C -0.740 7.443 1.247
C -2.003 8.166 1.357
C -2.880 7.259 1.885
Br -4.702 7.498 2.375
O -2.262 6.034 2.058
N 0.621 -0.220 -0.314
N 0.270 -1.516 -0.348
N 1.741 -4.916 -0.227
H 0.776 -8.093 0.256
H 2.440 -7.341 0.533
H 1.871 -7.774 -1.106
H -1.119 -6.464 -0.256
H -1.362 -3.781 -0.412
H 3.379 -2.877 -0.132
H 3.949 -0.433 -0.031
H 3.302 1.659 0.112
H 0.674 2.754 -0.627
H 2.041 3.568 0.099
H 0.173 1.738 1.679
H 1.488 2.730 2.335
H -1.219 3.574 1.806
H 0.221 7.859 0.877
H -2.150 9.224 1.153
```

E_HOMO (eV): -8.0429
Multiplicity: 1
E_tot (a.u.): -3633.56400
Relative energy (zero: lowest compared OMol25 entry of this formula, charge and spin) (eV): 1.457
SMILES string: Cc1ccn(-c2ccc(NCCNC(=O)c3ccc(Br)o3)nn2)n1
Max |F| (eV/Å): 3.31
LUMO (eV): 0.5


Entry from the Open Molecules 2025 dataset: a molecular structure, C5H9NO3 (ωB97M-V/def2-TZVPD).

```
18
C5H9NO3 ωB97M-V/def2-TZVPD
C 0.812 1.033 -1.476
C -1.189 0.312 1.767
N -1.803 -0.437 -0.446
C 0.202 -1.375 0.129
C 0.483 0.636 -0.078
C -0.802 0.065 0.324
O 0.478 -1.746 -1.149
O 1.282 1.105 0.913
O 0.449 -2.063 1.083
H 0.618 -2.704 -1.142
H 2.208 1.011 0.652
H -1.574 -0.418 -1.440
H 1.808 0.672 -1.756
H 0.792 2.126 -1.542
H 0.103 0.630 -2.193
H -0.377 0.174 2.479
H -1.990 -0.374 2.025
H -1.500 1.355 1.850
```

E_HOMO (spin up / spin down) (eV): -7.8296 / -7.8267
Multiplicity: 1
E_tot (a.u.): -476.28833
Relative energy (zero: lowest compared OMol25 entry of this formula, charge and spin) (eV): 4.241
Max |F| (eV/Å): 2.38
LUMO (spin up / spin down) (eV): 0.2 / 0.2